Computed, not measured: C13H16N3O5PdSSeSi as an isolated structure, with the ωB97M-V functional and the def2-TZVPD basis.

Geometry (Å):
Pd 0.0938 -0.3622 0.6043
O -1.5143 5.5117 1.0140
C -0.2379 5.3299 0.7443
O 0.5215 6.2690 0.5796
C 0.2519 3.9322 0.6856
C 1.5719 3.5725 0.4361
N 1.6674 2.2453 0.4512
N 0.4690 1.7160 0.7145
C -0.4072 2.6997 0.8671
C -1.8316 2.3333 1.2094
O -2.6411 3.2982 1.3306
O -2.0825 1.1255 1.3327
H -2.0215 4.6039 1.1347
H 2.4281 4.2036 0.2651
H 2.5817 1.5175 0.4695
O 3.6335 0.6384 0.4560
N 3.6464 -0.3989 -0.4157
C 4.6096 -0.3507 -1.4213
C 4.8921 -1.4436 -2.1867
C 4.2400 -2.6659 -1.9741
C 3.2825 -2.7009 -0.9175
C 3.0043 -1.6046 -0.1491
S 1.8180 -1.7051 1.1556
H 5.0811 0.6140 -1.5205
H 5.6381 -1.3345 -2.9667
H 4.4388 -3.5346 -2.5856
H 2.7145 -3.5975 -0.7089
C -4.3777 -0.8084 -0.2804
Si -2.8711 -1.9229 -0.1520
C -2.4809 -2.1574 1.6705
C -3.3471 -3.6297 -0.8149
Se -1.1653 -1.1122 -1.3904
H -5.2454 -1.2459 0.2262
H -4.6406 -0.6252 -1.3253
H -4.1359 0.1475 0.1896
H -3.3992 -2.4777 2.1789
H -2.1542 -1.2210 2.1225
H -1.7165 -2.9219 1.8265
H -4.1969 -4.0464 -0.2627
H -2.5012 -4.3147 -0.7197
H -3.6161 -3.5761 -1.8730

Gap between HOMO and LUMO (alpha / beta) = 4.2 / 6.4 eV
Total charge = -2
Largest force on an atom = 0.0134 Eh/bohr
Energy above the lowest of the compared OMol25 structures with the same formula, charge and spin = 7.44 kcal/mol
Multiplicity = 4
HOMO (alpha / beta) = 0.60 / -2.36 eV

Results of the Löwdin charge analysis, in e, for atoms 1 through 6: number 1, Pd, carries 0.40; number 2, O, carries 0.07; number 3, C, carries -0.54; number 4, O, carries 0.03; number 5, C, carries -0.07; number 6, C, carries -0.03